(1)
70
Properties=species:S:1:pos:R:3:nbo_charge:R:1 method="wB97M-V/def2-TZVPD" multiplicity=4 lumo_energy_ha="0.1241 / 0.1223" e_tot_ev=-306306.5757 e_above_lowest_kj_mol=107.2 total_charge=-2 homo_energy_ev="-1.49 / -1.47"
Co -0.1643 0.4518 -0.0380 0.642
Se 3.5429 -0.4348 -0.6458 -0.013
Se 4.6750 -1.8365 -1.9207 -0.360
Te 1.7625 -3.7798 -0.9372 -0.372
Se 1.5187 -1.5605 0.1097 -0.149
N -1.9791 1.5307 0.7142 -0.725
N -2.0671 1.5806 2.1227 -0.539
C -1.2350 0.7096 2.8721 0.873
O -1.5346 0.5647 4.0599 -0.745
O -0.2472 0.2128 2.2410 -0.848
H -2.1596 2.4568 0.3454 0.349
H -2.6734 0.8770 0.3303 0.409
H -3.0026 1.6307 2.4981 0.361
Te 1.7923 1.7436 1.5017 0.692
C 0.7022 3.2799 2.4896 -0.261
C -0.1021 4.1510 1.7623 -0.236
C -0.7868 5.1741 2.4000 -0.213
C -0.6935 5.3171 3.7783 -0.226
C 0.0815 4.4307 4.5104 -0.231
C 0.7809 3.4166 3.8678 -0.155
C 3.2240 3.1810 0.7883 -0.301
C 4.5683 3.0195 1.1172 -0.170
C 5.5262 3.9234 0.6750 -0.240
C 5.1514 5.0124 -0.0988 -0.237
C 3.8156 5.1824 -0.4369 -0.211
C 2.8645 4.2692 -0.0025 -0.239
H -0.2088 4.0087 0.6932 0.213
H -1.4113 5.8463 1.8228 0.198
H -1.2390 6.1067 4.2816 0.196
H 0.1355 4.5181 5.5889 0.201
H 1.3713 2.7152 4.4431 0.215
H 4.8700 2.1689 1.7172 0.210
H 6.5673 3.7752 0.9371 0.200
H 5.8967 5.7191 -0.4444 0.196
H 3.5135 6.0232 -1.0511 0.198
H 1.8292 4.4037 -0.2914 0.212
C 0.7651 -0.4556 -3.1951 -0.954
P 0.2197 1.0069 -2.2340 0.864
C 1.5150 2.2254 -2.7050 -0.953
C -1.1820 1.5706 -3.2952 -0.336
C -1.0022 2.0745 -4.5838 -0.148
C -2.0851 2.4745 -5.3524 -0.252
C -3.3750 2.3635 -4.8458 -0.231
C -3.5683 1.8522 -3.5717 -0.205
C -2.4785 1.4651 -2.8000 -0.207
H 0.6865 -0.2873 -4.2720 0.203
H 0.1502 -1.3074 -2.9027 0.265
H 1.8000 -0.6893 -2.9362 0.251
H 1.8667 2.0919 -3.7303 0.209
H 2.3610 2.0905 -2.0297 0.253
H 1.1350 3.2416 -2.5843 0.221
H -0.0024 2.1562 -4.9952 0.193
H -1.9245 2.8667 -6.3502 0.195
H -4.2235 2.6674 -5.4479 0.195
H -4.5676 1.7416 -3.1685 0.209
H -2.6444 1.0407 -1.8177 0.257
I -4.8213 -7.0455 -2.6787 0.064
C -4.1683 -5.1553 -2.0485 -0.142
C -5.0895 -4.1238 -1.9461 -0.279
C -4.6506 -2.8776 -1.5219 -0.167
C -3.3130 -2.6601 -1.2178 -0.151
C -2.4056 -3.7062 -1.3354 -0.101
C -2.8295 -4.9632 -1.7454 -0.281
C -2.8392 -1.2841 -0.7683 0.772
O -3.7198 -0.4601 -0.4291 -0.770
O -1.6007 -1.1039 -0.8084 -0.784
H -6.1307 -4.2910 -2.1893 0.208
H -5.3400 -2.0503 -1.4122 0.231
H -1.3600 -3.5271 -1.1119 0.257
H -2.1182 -5.7738 -1.8314 0.221

=====

(2)
73
Properties=species:S:1:pos:R:3:lowdin_charge:R:1 method="wB97M-V/def2-TZVPD" multiplicity=1 lumo_energy_ha=-0.2272 e_tot_ev=-96661.7485 e_above_lowest_kj_mol=0.0 total_charge=+2 homo_energy_ev=-13.91
Zr -0.8427 0.5541 -0.8401 1.593
C -1.7149 3.7271 -1.4053 -0.144
C -3.0174 2.9366 -1.4442 -0.149
N -2.9741 1.7463 -0.5587 -0.148
C -3.3997 1.9840 0.8355 -0.228
C -2.3983 2.8067 1.6271 -0.365
S -0.7090 2.1151 1.4648 0.919
C 0.2702 3.5272 0.8462 -0.375
C 0.5996 3.4295 -0.6449 -0.226
N -0.5185 2.8400 -1.4157 -0.174
H -1.6879 4.4119 -2.2538 0.147
H -1.6705 4.3455 -0.5144 0.098
H -3.8472 3.5965 -1.1773 0.142
H -3.1905 2.5834 -2.4576 0.118
H -3.6370 1.0756 -0.9393 0.124
H -4.3719 2.4841 0.8694 0.140
H -3.5185 1.0059 1.3050 0.115
H -2.3834 3.8496 1.3218 0.081
H -2.6541 2.7798 2.6847 0.097
H -0.2804 4.4299 1.1034 0.089
H 1.1909 3.5512 1.4252 0.079
H 0.8491 4.4265 -1.0183 0.143
H 1.4761 2.7964 -0.7825 0.111
H -0.2141 2.7398 -2.3825 0.122
C 1.6143 -2.8900 2.6797 -0.025
C 2.0503 -1.5075 3.0863 -0.250
C 2.6429 -1.3188 4.3322 -0.016
C 3.0885 -0.0735 4.7466 -0.035
C 2.9638 1.0281 3.9114 -0.056
C 2.3707 0.8677 2.6745 -0.107
C 1.9026 -0.3817 2.2615 -0.320
P 1.2133 -0.4606 0.5987 1.058
C -0.2587 -1.5617 0.6227 -0.416
C -1.2260 -1.1357 1.5673 -0.175
C -2.4308 -1.8006 1.7234 -0.054
C -2.6957 -2.9124 0.9373 -0.020
C -1.7539 -3.3472 0.0204 -0.010
C -0.5351 -2.6977 -0.1741 -0.250
C 0.4154 -3.2728 -1.1868 -0.005
C 2.4414 -0.9945 -0.5863 -0.342
C 3.5749 -1.7420 -0.2718 -0.068
C 4.4082 -2.1651 -1.2898 -0.049
C 4.1022 -1.8393 -2.6083 -0.035
C 2.9906 -1.0681 -2.9093 -0.026
C 2.1478 -0.6116 -1.8980 -0.333
C 0.9669 0.2796 -2.1970 -0.242
H 2.1307 -3.6376 3.2784 0.095
H 1.8282 -3.0953 1.6295 0.064
H 0.5419 -3.0299 2.8352 0.092
H 2.7713 -2.1743 4.9833 0.125
H 3.5491 0.0327 5.7196 0.121
H 3.3328 1.9963 4.2209 0.116
H 2.2899 1.7145 2.0021 0.080
H -0.9655 -0.3516 2.2693 0.074
H -3.1319 -1.4855 2.4856 0.122
H -3.6229 -3.4567 1.0573 0.127
H -1.9655 -4.2292 -0.5707 0.132
H 0.0186 -4.2071 -1.5778 0.096
H 1.3932 -3.4785 -0.7503 0.088
H 0.5709 -2.5968 -2.0273 0.074
H 3.7953 -1.9926 0.7593 0.113
H 5.2882 -2.7515 -1.0646 0.118
H 4.7488 -2.1780 -3.4071 0.119
H 2.7829 -0.8030 -3.9390 0.124
H 0.5807 0.0273 -3.1919 0.059
H 1.3785 1.2922 -2.3266 0.062
Cl -3.6232 0.0465 -5.0474 0.688
C -2.9518 -1.0951 -3.8951 -1.515
Cl -1.5788 -1.9846 -4.6057 0.680
Cl -4.1868 -2.2060 -3.3320 0.684
C -2.3069 -0.3536 -2.7261 -0.794
O -1.7311 0.7475 -2.8949 -0.131
O -2.2861 -0.8878 -1.5732 -0.146

=====

(3)
23
Properties=species:S:1:pos:R:3:nbo_charge:R:1 method="wB97M-V/def2-TZVPD" multiplicity=1 lumo_energy_ha=-0.1345 e_tot_ev=-12386.0892 e_above_lowest_kj_mol=79.0 total_charge=+1 homo_energy_ev=-12.72
C -1.4514 0.5417 -2.0226 -0.599
C -1.3546 -0.7166 -1.1731 -0.460
C 0.0146 -1.0450 -0.6559 0.511
N 0.5672 -2.2442 -0.9066 -0.740
N 0.7688 -0.1361 -0.1577 -0.544
C 0.8851 1.0463 0.4262 0.516
N 1.0698 2.1143 -0.4479 -0.761
C 1.0430 1.2579 1.8271 -0.433
C 0.7455 0.2579 2.7664 0.167
N 0.1076 -0.9228 2.3595 -0.757
H -1.2831 1.2675 -1.2790 0.208
H -2.3780 0.7617 -2.3339 0.238
H -0.7792 0.4181 -2.8456 0.218
H -1.6150 -1.6702 -1.7854 0.226
H -2.0820 -0.5838 -0.2559 0.252
H 1.4887 -2.3202 -0.6228 0.405
H 0.3660 -2.8149 -1.6923 0.418
H 0.8158 3.0466 -0.1245 0.426
H 0.8487 1.7340 -1.3790 0.411
H 1.4678 2.1638 2.0973 0.241
H 0.7975 0.5988 3.7916 0.240
H 0.0652 -1.6666 3.0280 0.415
H -0.1079 -1.0882 1.3861 0.402

=====

(4)
6
Properties=species:S:1:pos:R:3:nbo_charge:R:1 method="wB97M-V/def2-TZVPD" multiplicity=4 lumo_energy_ha="-0.0467 / -0.0373" e_tot_ev=-54411.0093 homo_energy_ev="-7.57 / -8.21"
O 1.2124 -0.7301 -0.8629 -1.023
P 0.7074 0.5205 0.0700 1.166
H 0.9621 -1.6207 -0.5815 0.503
F -1.7257 -0.0128 -0.3895 -0.814
F 0.3954 2.1309 0.3455 -0.620
Co -1.5515 -0.2878 1.4184 0.789

=====

(5)
39
Properties=species:S:1:pos:R:3:nbo_charge:R:1 method="wB97M-V/def2-TZVPD" multiplicity=2 lumo_energy_ha="-0.5582 / -0.5433" e_tot_ev=-78794.0797 e_above_lowest_kj_mol=7.2 total_charge=+3 homo_energy_ev="-19.64 / -19.45"
C -0.1029 -3.3261 -3.5444 -0.693
C -0.4943 -2.0438 -2.7728 0.505
H -0.9145 -3.7232 -4.2156 0.331
H 0.0722 -4.0416 -2.7355 0.295
H 0.8283 -3.1786 -4.1249 0.311
O -1.6278 -1.5615 -2.8150 -0.209
Cl 1.2106 -3.1557 0.0090 0.117
V 0.5892 -1.2514 -0.8131 0.584
P 0.3412 1.2342 -1.6492 1.192
C -1.1031 2.2512 -1.2802 -0.972
C 1.6669 2.5094 -1.4664 -0.930
H 1.2214 0.6550 -3.8042 0.275
H 0.1034 2.0545 -3.8888 0.308
H -0.5275 0.3867 -3.7227 0.254
C 0.2761 1.0701 -3.4502 -0.956
H 2.6536 2.0238 -1.4706 0.269
H 1.6027 3.2227 -2.3072 0.310
H -1.2442 2.9951 -2.0661 0.308
H -0.9456 2.7567 -0.3250 0.281
H 1.5360 3.0482 -0.5143 0.272
H -1.9936 1.6327 -1.1939 0.262
C -1.1269 -0.7113 -0.2997 0.514
O -2.2512 -0.5145 0.0043 -0.287
Cl 2.7994 -0.5401 -1.2113 -0.044
C 2.9910 1.6348 3.6218 -0.690
C 2.1030 0.6734 2.9436 0.347
C 1.1676 -0.1945 3.4799 -0.277
C 0.5849 -0.8906 2.4136 0.235
N 1.0722 -0.4282 1.2346 -0.250
N 2.0278 0.4990 1.5949 -0.363
C -0.3754 -1.9942 2.5316 -0.673
H 2.5093 2.0064 4.5330 0.294
H 3.9342 1.1639 3.9476 0.303
H 3.2281 2.4864 2.9624 0.257
H 0.9110 -0.3103 4.5154 0.288
H 2.6530 0.9096 0.9160 0.441
H 0.0852 -2.9863 2.3882 0.272
H -0.8129 -2.0172 3.5389 0.299
H -1.2122 -1.8979 1.8344 0.218

=====

(6)
20
Properties=species:S:1:pos:R:3:nbo_charge:R:1 method="wB97M-V/def2-TZVPD" multiplicity=1 lumo_energy_ha=0.0329 e_tot_ev=-8933.6905 e_above_lowest_kj_mol=30.9 homo_energy_ev=-9.80 smiles="CCC(N)=O.CC"
C -3.1223 -0.3210 -0.7572 -0.604
C -2.4684 -0.0324 0.6163 -0.505
C -0.9672 -0.0781 0.5031 0.684
N -0.3393 1.0234 -0.0432 -0.834
O -0.3151 -1.0301 0.8843 -0.607
H -4.0030 -0.9407 -0.6475 0.221
H -2.4500 -0.8801 -1.4166 0.213
H -3.3643 0.5995 -1.2616 0.203
H -2.8141 0.9274 0.9947 0.217
H -2.7664 -0.7686 1.3471 0.234
H 0.6072 0.7834 -0.3049 0.395
H -0.8118 1.5966 -0.7248 0.384
C 3.2176 -0.6506 -0.5512 -0.634
C 3.3649 0.8000 -0.0985 -0.624
H 4.0119 -1.2892 -0.1613 0.211
H 2.3220 -1.0920 -0.1093 0.226
H 3.1181 -0.7733 -1.6257 0.205
H 4.1880 0.8920 0.6023 0.213
H 3.4220 1.5562 -0.8781 0.205
H 2.5047 1.1748 0.4546 0.198

=====

(7)
19
Properties=species:S:1:pos:R:3:nbo_charge:R:1 method="wB97M-V/def2-TZVPD" multiplicity=1 lumo_energy_ha=-0.0255 e_tot_ev=-26870.5316 e_above_lowest_kj_mol=92.7 homo_energy_ev=-8.75 smiles="O=POC1=C(O)[C@@H](O)[C@H](CO)O1"
O 1.0102 1.1627 2.7693 -1.034
P 2.3955 1.0942 2.2611 1.571
O 2.3948 0.4671 0.7519 -0.825
C 1.3079 -0.0501 0.0090 0.511
C 0.9556 0.1957 -1.2669 0.122
O 1.5978 0.9584 -2.2029 -0.660
C -0.4679 -0.5137 -1.3487 0.054
O -0.2161 -1.7302 -2.0249 -0.728
C -0.8018 -0.7986 0.1025 0.047
C -1.7681 0.1828 0.7730 -0.076
O -1.6695 0.0039 2.1492 -0.706
O 0.4500 -0.6857 0.7978 -0.492
H 1.8685 1.7144 -1.7447 0.482
H -1.1870 0.1898 -1.8361 0.189
H 0.5015 -1.8095 -2.5593 0.484
H -1.2344 -1.8348 0.0565 0.223
H -2.9059 0.0807 0.5059 0.193
H -1.4133 1.0888 0.4382 0.154
H -0.8179 0.2841 2.3691 0.492

=====

(8)
61
Properties=species:S:1:pos:R:3:nbo_charge:R:1 method="wB97M-V/def2-TZVPD" multiplicity=1 lumo_energy_ha="0.0002 / -0.0029" e_tot_ev=-129516.5227 e_above_lowest_kj_mol=238.5 total_charge=-1 homo_energy_ev="-3.30 / -3.23"
Sc 0.1102 -0.0575 2.0464 1.695
C 3.7613 -0.6238 2.1666 -0.628
C 2.6244 0.1668 1.5285 0.404
O 1.8272 0.7230 2.5383 -0.821
C 2.2745 2.3195 0.0455 -0.240
C 0.9426 2.5971 0.0492 0.189
C 0.4715 3.8556 -0.6333 -0.643
N 0.0101 1.8260 0.7123 -0.390
N -1.1644 2.4583 0.8327 -0.370
C -1.9105 1.9381 1.7964 0.515
O -1.5633 0.9714 2.5620 -0.759
C -3.2165 2.6012 2.0710 -0.018
C -3.6464 3.6979 1.3264 -0.207
C -4.8707 4.2862 1.6002 -0.226
C -5.6754 3.7848 2.6178 -0.227
C -5.2492 2.6919 3.3596 -0.218
C -4.0227 2.0997 3.0872 -0.218
H 3.3301 -1.4127 2.7819 0.227
H 4.4229 -1.0743 1.4239 0.198
H 4.3396 0.0415 2.8105 0.215
H 2.8511 3.0618 -0.5007 0.185
H 1.2770 4.2565 -1.2468 0.197
H -0.3969 3.6615 -1.2621 0.224
H 0.1625 4.6117 0.0902 0.223
H -3.0084 4.0750 0.5386 0.232
H -5.2006 5.1374 1.0175 0.202
H -6.6322 4.2459 2.8303 0.201
H -5.8726 2.2950 4.1508 0.206
H -3.6760 1.2457 3.6533 0.239
N 2.3582 -4.7071 -7.2063 -0.329
C 2.1137 -4.2175 -6.1950 0.290
C 1.8028 -3.6013 -4.9194 -0.190
C 2.5587 -3.9144 -3.7947 -0.170
C 2.2518 -3.3284 -2.5785 -0.154
C 1.2016 -2.4149 -2.4552 -0.045
C 0.4541 -2.1179 -3.5982 -0.187
C 0.7455 -2.7012 -4.8187 -0.167
C 0.8789 -1.7961 -1.1449 0.048
C 1.8956 -1.0814 -0.4404 0.218
C 3.1091 -0.5824 -1.1389 -0.305
C 3.7169 0.4990 -0.6667 -0.081
C 3.1709 1.2140 0.5615 -0.318
N 1.7232 -0.7512 0.8054 -0.534
C -0.4362 -1.9348 -0.6570 0.111
C -1.4610 -2.7754 -1.2009 -0.230
C -2.5831 -2.6062 -0.4191 -0.297
C -2.2079 -1.7114 0.6051 0.072
N -0.9424 -1.3046 0.4688 -0.547
H 3.3723 -4.6232 -3.8753 0.224
H 2.8255 -3.5899 -1.6973 0.221
H -0.3613 -1.4108 -3.5163 0.234
H 0.1626 -2.4573 -5.6971 0.226
H 3.4264 -1.0376 -2.0664 0.216
H 4.5486 0.9389 -1.2067 0.203
H 4.0013 1.7111 1.0739 0.222
H -1.3530 -3.4263 -2.0545 0.218
H -3.5431 -3.0856 -0.5276 0.221
H -2.8084 -1.3587 1.4328 0.224
Se -1.8369 -3.4272 5.2033 -0.311
C -0.8583 -2.3050 4.1928 0.216
N -0.2250 -1.5764 3.5373 -0.682

=====

(9)
13
Properties=species:S:1:pos:R:3:nbo_charge:R:1 method="wB97M-V/def2-TZVPD" multiplicity=1 lumo_energy_ha=0.0028 e_tot_ev=-9269.9511 e_above_lowest_kj_mol=342.6 homo_energy_ev=-9.27
C 1.4264 -1.0710 1.2972 -0.638
C 0.8665 -0.0232 0.3047 -0.203
O -0.5504 -0.3081 0.1788 -0.431
C -1.0367 0.3170 -0.8645 0.494
N -0.2804 1.1413 -1.5014 -0.710
C -2.3846 -0.0495 -1.2292 0.201
N -3.4680 -0.2876 -1.5522 -0.235
H 1.3319 -2.1022 0.9394 0.214
H 2.4893 -0.8754 1.4669 0.220
H 0.9433 -1.0417 2.2963 0.213
H 0.9110 0.5265 -0.9829 0.306
H 0.9598 0.9785 0.7309 0.174
H -0.5445 1.4148 -2.4357 0.394